# 1
Formula: C6H10Br10
Source: OMol25
Level of theory: wB97M-V/def2-TZVPD

Calculated total energy, eV: -706808.089
Max |F|, eV/A: 1.91

Each line ends with the Mulliken charge.
Element x y z (Å)
C (-0.185, 0.691, 0.769)  -0.197
Br (1.005, 0.268, -0.643)  0.036
Br (-1.392, -0.826, 1.020)  -0.003
Br (-1.055, 2.369, 0.460)  -0.009
H (0.384, 0.843, 1.706)  0.152
C (1.749, 0.307, -4.769)  -0.098
Br (0.115, 0.971, -5.400)  0.036
Br (2.650, 1.844, -3.955)  -0.039
Br (2.729, -0.574, -6.307)  -0.061
H (1.759, -0.513, -4.026)  0.108
Br (-0.498, -6.097, -0.414)  -0.149
C (-0.504, -4.292, -0.981)  -0.377
C (-0.237, -4.393, -2.483)  -0.809
Br (-0.194, -2.713, -3.323)  -0.114
H (0.270, -3.703, -0.485)  0.348
H (-1.519, -3.916, -0.909)  0.289
H (-0.860, -5.091, -3.032)  0.432
H (0.704, -4.816, -2.735)  0.418
Br (-0.806, 5.982, 4.465)  -0.166
C (-0.534, 4.141, 3.840)  -0.578
C (-0.668, 3.257, 5.044)  -0.484
Br (-0.382, 1.413, 4.364)  -0.152
H (0.432, 4.128, 3.343)  0.405
H (-1.329, 3.968, 3.137)  0.264
H (-1.691, 3.275, 5.477)  0.368
H (0.057, 3.478, 5.837)  0.381

# 2
Formula: H24O12
Source: OMol25
Level of theory: wB97M-V/def2-TZVPD

Structure (SMILES): O.O.O.O.O.O.O.O.O.O.O.O
Calculated total energy, eV: -24959.526
Max |F|, eV/A: 2.65
Energy relative to the best compared isomer or geometry (same formula, charge and spin), eV: 2.169

Each line ends with the Mulliken charge.
Element x y z (Å)
O (1.520, -0.254, 2.190)  -0.469
H (2.123, -0.599, 1.530)  0.248
H (2.026, 0.484, 2.432)  0.295
O (-1.277, -1.255, -1.418)  -0.499
H (-1.264, -2.194, -1.470)  0.236
H (-2.065, -1.038, -1.944)  0.221
O (1.449, 2.716, -1.606)  -0.644
H (0.528, 2.795, -1.507)  0.288
H (1.587, 2.578, -2.505)  0.290
O (-0.048, 2.771, 2.048)  -0.650
H (-0.106, 2.144, 1.364)  0.317
H (-0.660, 2.580, 2.730)  0.288
O (-3.265, 0.870, -0.730)  -0.485
H (-3.684, 1.470, -0.152)  0.247
H (-3.951, 0.650, -1.330)  0.260
O (0.113, 0.519, -4.040)  -0.574
H (-0.207, 0.460, -4.938)  0.285
H (-0.628, 0.788, -3.504)  0.291
O (-0.883, -0.579, 4.022)  -0.576
H (-0.946, 0.299, 4.358)  0.286
H (-0.331, -0.435, 3.258)  0.262
O (-1.996, -0.925, 1.426)  -0.639
H (-1.949, -0.694, 0.492)  0.402
H (-2.401, -1.817, 1.406)  0.263
O (0.220, -2.985, 1.407)  -0.672
H (-0.409, -2.290, 1.557)  0.326
H (0.818, -2.684, 0.753)  0.376
O (2.298, -1.959, 0.255)  -0.746
H (2.450, -2.790, -0.219)  0.324
H (2.505, -1.276, -0.370)  0.324
O (2.784, 0.190, -1.715)  -0.683
H (2.134, 0.808, -1.478)  0.391
H (3.448, 0.750, -2.118)  0.317
O (0.057, 0.691, -0.058)  -0.380
H (0.466, 0.076, 0.532)  0.237
H (-0.460, 0.134, -0.656)  0.244

# 3
Formula: C19H36N4OP
Source: OMol25
Level of theory: wB97M-V/def2-TZVPD

Calculated total energy, eV: -37573.612
Max |F|, eV/A: 2.44
Energy relative to the best compared isomer or geometry (same formula, charge and spin), eV: 4.040
Total charge: +1

Each line ends with the Mulliken charge.
Element x y z (Å)
C (-1.094, -0.553, 2.360)  0.083
C (-1.959, -0.183, 1.578)  -0.602
C (-2.841, 0.096, 0.328)  -0.556
P (-1.839, 0.185, -1.283)  0.170
C (-2.577, 1.500, -2.387)  -0.499
C (-3.829, 0.802, -3.140)  -0.556
N (-4.653, 1.785, -3.898)  -0.636
C (-0.050, 0.459, -0.814)  -0.315
C (0.952, 0.619, -2.034)  -0.786
N (1.299, -0.606, -2.773)  0.336
C (1.501, -1.821, -1.952)  -0.586
C (0.243, -2.766, -1.746)  -0.714
C (0.524, -0.810, -3.981)  0.255
C (1.362, -1.030, -5.326)  -1.055
O (-0.703, -0.852, -4.070)  -0.431
H (-0.286, -0.927, 3.050)  0.384
H (-3.564, -0.763, 0.202)  0.446
H (-3.457, 1.032, 0.472)  0.427
H (-2.054, -1.071, -1.948)  0.051
H (-1.818, 1.843, -3.151)  0.355
H (-2.936, 2.351, -1.720)  0.426
H (-4.435, 0.311, -2.301)  0.329
H (-3.404, -0.034, -3.770)  0.335
H (-4.820, 1.328, -4.812)  0.285
H (-5.584, 1.739, -3.452)  0.278
H (-0.027, 1.452, -0.242)  0.516
H (0.244, -0.320, -0.046)  0.210
H (1.914, 1.073, -1.616)  0.050
H (0.569, 1.386, -2.788)  0.430
H (1.932, -1.597, -0.920)  0.351
H (2.300, -2.451, -2.473)  0.328
H (-0.274, -3.093, -2.693)  0.261
H (-0.543, -2.371, -1.034)  0.081
H (0.637, -3.723, -1.260)  0.397
H (1.631, -0.001, -5.739)  0.273
H (0.773, -1.652, -6.059)  0.336
H (2.342, -1.534, -5.036)  0.308
C (4.862, 2.753, -1.118)  -0.850
C (5.128, 4.060, -0.387)  -0.472
C (4.399, 4.149, 0.956)  -0.416
C (2.909, 4.066, 0.747)  0.286
N (1.759, 4.009, 0.585)  -0.469
H (3.801, 2.645, -1.359)  0.048
H (5.417, 2.721, -2.058)  0.365
H (5.167, 1.892, -0.515)  0.329
H (4.823, 4.895, -1.025)  0.300
H (6.203, 4.160, -0.220)  0.310
H (4.631, 5.096, 1.447)  0.303
H (4.713, 3.338, 1.617)  0.284
C (-1.518, -2.330, 7.800)  -1.178
C (-2.256, -2.314, 6.465)  -0.330
C (-1.879, -3.492, 5.562)  -0.359
C (-0.418, -3.452, 5.253)  0.218
N (0.712, -3.417, 5.012)  -0.476
H (-0.438, -2.239, 7.664)  0.355
H (-1.839, -1.491, 8.420)  0.340
H (-1.720, -3.254, 8.348)  0.305
H (-2.042, -1.372, 5.952)  0.215
H (-3.332, -2.340, 6.653)  0.329
H (-2.441, -3.445, 4.627)  0.278
H (-2.114, -4.441, 6.051)  0.318

# 4
Formula: C3H6N2O
Source: OMol25
Level of theory: wB97M-V/def2-TZVPD

Structure (SMILES): NC(=O)N1CC1
Calculated total energy, eV: -8235.018
Max |F|, eV/A: 3.27
Energy relative to the best compared isomer or geometry (same formula, charge and spin), eV: 1.680

Each line ends with the Mulliken charge.
Element x y z (Å)
N (0.570, 0.525, 1.582)  -0.352
C (0.703, 0.467, 0.259)  0.518
O (1.379, 1.181, -0.445)  -0.620
N (-0.070, -0.548, -0.261)  -0.208
C (-0.959, -0.591, -1.358)  -0.419
C (-1.431, -1.013, -0.028)  -0.382
H (0.088, -0.312, 1.973)  0.236
H (1.190, 1.087, 2.152)  0.235
H (-0.675, -1.258, -2.116)  0.245
H (-1.332, 0.323, -1.731)  0.241
H (-1.556, -2.033, 0.223)  0.283
H (-2.129, -0.272, 0.578)  0.223

Number 1: E_LUMO -0.2 eV, M 881.2 g/mol. Number 2: E_LUMO -0.3 eV, M 216.2 g/mol. Number 3: E_LUMO -2.2 eV, M 367.5 g/mol. Number 4: E_LUMO 0.9 eV, M 86.1 g/mol.